51
Properties=species:S:1:pos:R:3:forces:R:3:mulliken_charge:R:1 method="wB97M-V/def2-TZVPD" orbital_gap_ev="5.18 / 5.20" relative_energy_kcal_mol=35.64 homo_energy_ev="-5.104 / -5.097"
Ti -0.60420 -0.36491 0.56956 -1.555 0.185 0.339 -0.164
N -0.28849 -0.20283 3.12565 0.528 -0.369 -0.433 -0.377
N 0.85628 -1.03418 3.00799 -0.015 0.051 -0.175 -0.205
C 1.74824 -0.69588 1.95693 0.298 0.206 -0.005 0.467
O 2.87920 -1.12349 1.98616 -0.212 0.147 -0.022 -0.694
O 1.19473 0.06579 1.04698 1.502 -0.049 0.750 -0.221
H -0.05228 0.67368 3.57114 -0.005 0.316 0.073 0.284
H -0.97664 -0.68118 3.68223 -0.254 -0.150 0.026 0.247
H 1.35412 -1.24833 3.85381 0.123 -0.029 0.282 0.257
C 0.02864 0.69814 -3.61050 0.021 0.071 -0.110 -1.113
C -0.17779 0.82215 -2.26185 0.030 0.062 -0.115 -0.146
N -0.23751 -0.22843 -1.42684 0.376 -0.759 -0.641 0.696
C -0.10368 -1.49522 -1.97437 0.023 0.057 0.237 0.565
C 0.10717 -1.68985 -3.36381 -0.016 0.025 -0.148 0.539
C 0.17742 -0.58193 -4.17385 0.012 0.071 -0.087 -0.566
C 0.23318 -3.04719 -3.84242 0.019 0.219 -0.199 -0.900
C 0.15683 -4.08742 -3.00190 0.005 -0.164 0.160 -0.883
C -0.05239 -3.90081 -1.58291 -0.032 -0.071 0.093 0.611
C -0.13596 -4.93520 -0.68561 0.062 -0.389 -0.164 -0.677
C -0.33500 -4.63742 0.67731 -0.003 0.150 0.113 -1.032
C -0.44627 -3.34650 1.09925 -0.015 -0.317 0.031 -0.264
N -0.37724 -2.27354 0.24799 -0.141 0.225 -0.461 0.362
C -0.17622 -2.57354 -1.10294 0.021 0.098 -0.180 -0.109
H 0.07180 1.58915 -4.22266 0.001 -0.049 0.007 0.427
H -0.31733 1.79822 -1.81624 0.016 0.056 0.069 0.298
H 0.34228 -0.70536 -5.23895 -0.017 0.043 0.057 0.415
H 0.39380 -3.20918 -4.90368 -0.009 0.064 0.064 0.384
H 0.26052 -5.09960 -3.37778 -0.028 0.021 0.074 0.389
H -0.04356 -5.96022 -1.02763 -0.014 0.068 0.059 0.402
H -0.39862 -5.43136 1.41039 -0.001 0.034 -0.016 0.373
H -0.58680 -3.11436 2.14256 -0.014 0.051 0.089 0.437
C 2.84465 4.74945 2.38308 -0.049 -0.054 -0.015 -0.999
Se 2.47793 2.87187 2.01171 -0.030 -0.067 -0.062 0.192
C 1.62842 3.18656 0.27743 -0.125 -0.048 0.281 -0.921
C 0.17331 3.59953 0.39642 0.028 -0.111 0.026 -0.787
Se -1.02205 2.25163 1.18891 0.097 0.562 0.075 0.388
C -2.64813 2.96298 0.41025 0.039 -0.028 0.030 -1.121
H 3.25794 4.80657 3.38773 -0.015 0.011 -0.011 0.327
H 1.93136 5.34107 2.33844 0.048 -0.006 0.034 0.280
H 3.57618 5.12587 1.67120 -0.016 0.022 0.018 0.292
H 1.77128 2.28561 -0.30883 -0.031 -0.138 -0.040 0.197
H 2.18814 4.00011 -0.17900 0.045 0.016 -0.137 0.552
H -0.27151 3.83897 -0.56935 0.099 0.051 -0.101 0.468
H 0.10497 4.47068 1.04281 -0.163 0.114 -0.008 0.431
H -2.68583 4.03074 0.60278 -0.019 0.057 0.016 0.415
H -3.47833 2.47042 0.90484 -0.074 -0.021 -0.007 0.326
H -2.68360 2.75109 -0.65268 -0.006 0.010 -0.079 0.299
Cl -3.03816 -0.28032 -0.40049 -0.231 0.014 0.018 -0.183
C -2.56275 -0.71179 1.30480 -0.320 -0.327 0.071 -0.878
H -2.95856 -1.71248 1.47828 0.031 -0.101 0.006 0.480
H -3.09950 -0.01777 1.94770 -0.011 0.170 0.116 0.441